The molecule C5H7N. Source: the Open Molecules 2025 dataset; level of theory: the ωB97M-V functional and the def2-TZVPD basis.

The calculation puts the relative energy (zero: lowest compared OMol25 entry of this formula, charge and spin) at 120.61 kcal/mol. As for the spin multiplicity: 1. Its LUMO energy is 0.033 Ha. The value obtained for the HOMO-LUMO gap is 8.203 eV.

Each line ends with the Mulliken charge.
Geometry (Å):
C1 0.18 1.46 0.63  -0.629
C2 -0.31 0.08 1.01  -0.271
C3 -0.64 0.69 -0.34  -0.270
C4 -0.52 -1.72 -0.70  -0.666
N1 0.15 -0.34 -1.02  -0.035
C5 0.41 -1.04 0.27  -0.053
H1 -0.36 2.28 1.10  0.272
H2 1.23 1.66 0.41  0.214
H3 -0.98 -0.08 1.84  0.338
H4 -1.60 0.95 -0.74  0.341
H5 0.09 -2.42 -1.29  0.135
H6 0.91 -0.15 -1.67  0.279
H7 1.43 -1.36 0.51  0.345

---

The molecule C5H7N in a non-equilibrium geometry. Source: the Open Molecules 2025 dataset; level of theory: the ωB97M-V functional and the def2-TZVPD basis.

The calculation puts the relative energy (zero: lowest compared OMol25 entry of this formula, charge and spin) at 146.63 kcal/mol. As for the spin multiplicity: 1. Its LUMO energy is 0.040 Ha. The value obtained for the HOMO-LUMO gap is 10.217 eV.

Each line ends with the Mulliken charge.
Geometry (Å):
C1 -0.84 0.38 0.59  -0.572
C2 -0.79 -0.21 -0.54  -0.163
C3 0.59 0.77 0.27  -0.441
C4 1.22 -0.81 0.45  -0.454
C5 0.25 -1.44 -0.17  -0.380
H1 -1.09 0.01 1.48  0.341
H2 -1.25 1.37 0.71  0.328
H3 -1.66 -0.68 -1.05  0.383
H4 -0.07 1.72 -1.38  0.291
H5 1.03 1.58 0.72  0.519
H6 2.42 -0.97 0.51  0.247
H7 -0.15 -2.38 -0.43  0.422
N1 0.34 0.66 -1.16  -0.521

---

The molecule C5H7N in a non-equilibrium geometry. Source: the Open Molecules 2025 dataset; level of theory: the ωB97M-V functional and the def2-TZVPD basis.

The calculation puts the relative energy (zero: lowest compared OMol25 entry of this formula, charge and spin) at 81.69 kcal/mol. As for the spin multiplicity: 1. Its LUMO energy is 0.022 Ha. As for the SMILES: C=CC(=C)N=C. The value obtained for the HOMO-LUMO gap is 9.369 eV.

Each line ends with the Mulliken charge.
Geometry (Å):
C1 -1.73 1.02 0.17  -0.691
C2 0.44 -1.98 -0.28  -0.796
C3 1.73 1.17 0.19  -0.208
C4 -1.20 -0.17 0.04  -0.043
C5 0.08 -0.71 -0.09  0.468
N1 1.18 0.41 -0.62  -0.434
H1 -2.76 1.11 -0.10  0.220
H2 -1.28 1.93 0.51  0.294
H3 1.41 -2.07 -0.79  0.276
H4 -0.09 -2.93 0.03  0.282
H5 2.50 1.95 -0.24  0.206
H6 1.73 1.29 1.27  0.288
H7 -2.01 -1.01 -0.08  0.138

---

A structure of composition C5H7N in a non-equilibrium geometry. Source: the Open Molecules 2025 dataset; level of theory: the ωB97M-V functional and the def2-TZVPD basis.

The calculation puts the relative energy (zero: lowest compared OMol25 entry of this formula, charge and spin) at 139.83 kcal/mol. As for the spin multiplicity: 1. Its LUMO energy (alpha / beta) is 0.008 / 0.019 Ha. The value obtained for the HOMO-LUMO gap (alpha / beta) is 7.925 / 8.033 eV.

Each line ends with the Mulliken charge.
Geometry (Å):
C1 -1.08 0.80 0.14  -0.662
C2 -1.09 -0.70 0.04  -0.302
C3 -0.02 0.74 -0.89  -0.208
N1 0.97 -0.29 -0.70  -0.215
C4 1.60 -0.01 0.54  -0.541
C5 0.21 -1.25 -0.05  -0.223
H1 -0.90 1.27 1.13  0.206
H2 -1.97 1.26 -0.30  0.263
H3 -2.00 -1.28 0.03  0.419
H4 0.04 1.37 -1.77  0.391
H5 1.06 0.44 1.36  0.223
H6 2.69 -0.06 0.59  0.289
H7 0.48 -2.30 -0.11  0.360

---

The molecule C5H7N in a non-equilibrium geometry. Source: the Open Molecules 2025 dataset; level of theory: the ωB97M-V functional and the def2-TZVPD basis.

The calculation puts the relative energy (zero: lowest compared OMol25 entry of this formula, charge and spin) at 49.30 kcal/mol. As for the spin multiplicity: 1. Its LUMO energy is 0.028 Ha. The value obtained for the HOMO-LUMO gap is 10.116 eV.

Each line ends with the Mulliken charge.
Geometry (Å):
C1 2.84 -1.92 -0.09  -0.143
C2 0.74 -0.59 -0.88  -0.482
C3 -0.05 0.12 -0.09  0.884
C4 -1.23 0.84 -0.65  -1.412
C5 -0.02 0.14 1.35  -1.184
N1 1.85 -1.33 -0.38  0.001
H1 0.78 -0.49 -1.95  0.337
H2 -2.05 0.16 -0.99  0.269
H3 -0.82 1.31 -1.48  0.394
H4 -1.69 1.54 -0.03  0.407
H5 -0.52 1.02 1.78  0.329
H6 0.94 -0.08 1.88  0.345
H7 -0.75 -0.73 1.53  0.255

---

A structure of composition C5H7N in a non-equilibrium geometry. Source: the Open Molecules 2025 dataset; level of theory: the ωB97M-V functional and the def2-TZVPD basis.

The calculation puts the relative energy (zero: lowest compared OMol25 entry of this formula, charge and spin) at 69.58 kcal/mol. As for the spin multiplicity: 1. Its LUMO energy is 0.031 Ha. The value obtained for the HOMO-LUMO gap is 10.008 eV.

Each line ends with the Mulliken charge.
Geometry (Å):
N1 2.58 -0.59 1.45  -0.419
C1 1.98 -0.25 0.52  0.207
C2 1.13 0.20 -0.57  -0.563
C3 -0.24 0.48 0.03  0.439
C4 -0.86 -0.59 0.93  -0.755
C5 -1.43 0.21 -0.77  -0.795
H1 1.06 -0.58 -1.34  0.260
H2 1.59 1.08 -1.06  0.305
H3 -0.31 1.46 0.50  0.323
H4 -1.21 -0.35 1.97  0.227
H5 -0.78 -1.70 0.93  0.259
H6 -1.29 -0.32 -1.74  0.265
H7 -2.23 0.95 -0.87  0.246

---

A structure of composition C5H7N in a non-equilibrium geometry. Source: the Open Molecules 2025 dataset; level of theory: the ωB97M-V functional and the def2-TZVPD basis.

The calculation puts the relative energy (zero: lowest compared OMol25 entry of this formula, charge and spin) at 94.46 kcal/mol. As for the spin multiplicity: 1. Its LUMO energy is 0.041 Ha. The value obtained for the HOMO-LUMO gap is 9.156 eV.

Each line ends with the Mulliken charge.
Geometry (Å):
C1 1.66 0.25 1.18  -0.659
C2 1.69 0.07 -0.17  -0.103
C3 -0.01 0.39 0.91  0.347
C4 -1.07 0.66 1.59  -0.854
C5 -0.35 -0.58 -1.33  -1.085
N1 0.42 0.26 -0.45  -0.070
H1 2.26 0.77 1.94  0.248
H2 2.34 -0.28 -0.89  0.463
H3 -1.99 0.68 1.18  0.349
H4 -0.83 0.67 2.62  0.258
H5 0.19 -0.69 -2.17  0.417
H6 -0.45 -1.54 -0.93  0.376
H7 -1.32 -0.08 -1.49  0.311

---

The molecule C5H7N. Source: the Open Molecules 2025 dataset; level of theory: the ωB97M-V functional and the def2-TZVPD basis.

The calculation puts the relative energy (zero: lowest compared OMol25 entry of this formula, charge and spin) at 72.60 kcal/mol. As for the spin multiplicity: 1. Its LUMO energy is 0.038 Ha. The value obtained for the HOMO-LUMO gap is 9.026 eV.

Each line ends with the Mulliken charge.
Geometry (Å):
N1 0.75 -0.85 1.25  0.072
C1 1.54 -0.54 0.37  -0.422
C2 1.08 0.34 -0.77  -0.297
C3 -0.32 0.90 -0.63  -0.048
C4 -0.03 -1.25 2.17  -0.415
C5 -1.31 0.67 -1.48  -0.767
H1 1.16 -0.26 -1.68  0.277
H2 1.82 1.15 -0.88  0.297
H3 -0.50 1.50 0.26  0.304
H4 -0.12 -0.67 3.08  0.255
H5 -0.60 -2.16 2.02  0.252
H6 -1.17 0.06 -2.37  0.239
H7 -2.30 1.09 -1.33  0.253